ORCA calculation (the ωB97M-V functional and the def2-TZVPD basis) on C4H3CsO4 as an isolated structure.

CARTESIAN COORDINATES (ANGSTROEM)
O 1.98 -1.95 5.21
C 3.08 -2.03 5.44
C -0.30 1.47 -1.90
C -1.18 0.93 -0.83
O -0.71 0.13 -0.04
C 0.44 -0.78 -2.30
O 0.65 0.42 -2.28
O 0.41 -1.90 -2.10
Cs -1.58 -1.58 3.94
H 0.30 2.32 -1.55
H -0.86 1.73 -2.80
H -2.24 1.25 -0.80

Properties
* ΔE to the lowest compared entry with this formula, charge and spin: 9.7 kcal per mole
* net charge: +2
* energy: -474.67309 Ha
* E_HOMO: -17.92 eV